(1)
{"formula": "C54H43N4O5P2Sr", "method": "the ωB97M-V functional and the def2-TZVPD basis", "gap_ev": 7.01, "fmax_ev_per_a": 0.5, "charge": -1, "relative_energy_ev": 0.251, "e_tot_ha": -3392.40700, "lumo_energy_ev": 2.30, "species": ["Sr", "O", "C", "C", "C", "C", "C", "C", "C", "N", "C", "C", "N", "H", "H", "H", "H", "H", "H", "H", "C", "C", "C", "C", "C", "C", "N", "N", "C", "C", "C", "C", "C", "C", "H", "H", "H", "H", "H", "H", "H", "H", "H", "C", "P", "C", "C", "C", "C", "C", "C", "C", "C", "C", "C", "C", "C", "P", "C", "C", "C", "C", "C", "C", "C", "C", "C", "C", "C", "C", "H", "H", "H", "H", "H", "H", "H", "H", "H", "H", "H", "H", "H", "H", "H", "H", "H", "H", "H", "H", "H", "H", "O", "C", "O", "C", "C", "C", "C", "O", "C", "O", "C", "C", "H", "H", "H", "H", "H"], "coordinates": [[0.7041, 1.1725, -1.3571], [1.9584, 0.5465, 0.6242], [2.3420, 0.9838, 1.7643], [3.5967, 0.5925, 2.3084], [4.0605, 1.0713, 3.5110], [3.2952, 1.9669, 4.2614], [2.0547, 2.3363, 3.7797], [1.5428, 1.8560, 2.5710], [0.1962, 2.2539, 2.1515], [-0.3852, 2.1242, 0.9708], [-1.6376, 2.6785, 1.0751], [-1.8388, 3.1341, 2.3389], [-0.6723, 2.8592, 3.0132], [4.1849, -0.0994, 1.7176], [5.0307, 0.7509, 3.8736], [3.6625, 2.3700, 5.1959], [1.4820, 3.0428, 4.3719], [-2.2985, 2.7080, 0.2251], [-2.6768, 3.6149, 2.8103], [-0.4968, 3.0467, 3.9820], [6.2367, 2.9522, -2.7338], [5.5542, 2.5367, -1.5996], [4.4443, 1.7144, -1.7217], [4.0276, 1.2956, -2.9794], [4.7039, 1.7133, -4.1199], [5.8061, 2.5406, -3.9907], [2.8694, 0.4684, -3.0025], [2.7501, -0.2349, -4.0148], [1.5857, -1.0700, -4.0601], [1.6707, -2.0392, -5.0642], [0.6462, -2.9556, -5.2125], [-0.4539, -2.8590, -4.3649], [-0.5137, -1.8594, -3.3988], [0.4988, -0.9118, -3.1836], [7.0966, 3.6039, -2.6435], [5.8781, 2.8582, -0.6180], [3.8940, 1.3773, -0.8487], [4.3473, 1.3899, -5.0885], [6.3311, 2.8774, -4.8763], [2.5474, -2.0552, -5.7020], [0.6950, -3.7269, -5.9714], [-1.2719, -3.5664, -4.4623], [-1.4129, -1.8277, -2.7829], [-0.2777, -1.2354, 2.1409], [-0.7595, -1.4455, 0.3648], [0.0010, -3.0525, -0.0616], [-0.5421, -4.3150, 0.1664], [0.1599, -5.4575, -0.1860], [1.4193, -5.3526, -0.7605], [1.9752, -4.1015, -0.9803], [1.2670, -2.9595, -0.6377], [-2.5698, -1.7210, 0.4175], [-3.2099, -2.6378, -0.4171], [-4.5954, -2.6890, -0.4910], [-5.3705, -1.8100, 0.2487], [-4.7459, -0.8643, 1.0497], [-3.3643, -0.8174, 1.1257], [-0.0516, -2.7220, 3.2135], [-1.7684, -3.3393, 3.4457], [-2.8256, -2.5244, 3.8443], [-4.0959, -3.0456, 4.0203], [-4.3277, -4.3991, 3.8077], [-3.2827, -5.2259, 3.4266], [-2.0111, -4.6949, 3.2470], [0.1803, -1.9040, 4.8474], [0.9356, -0.7376, 4.9823], [1.1749, -0.1908, 6.2374], [0.6785, -0.8020, 7.3779], [-0.0609, -1.9709, 7.2567], [-0.3055, -2.5145, 6.0057], [-0.9285, -0.4836, 2.5971], [0.7103, -0.7694, 2.0692], [-1.5166, -4.4093, 0.6258], [-0.2772, -6.4326, -0.0074], [1.9637, -6.2459, -1.0407], [2.9504, -4.0069, -1.4398], [1.6934, -1.9836, -0.8387], [-2.6239, -3.3086, -1.0294], [-5.0665, -3.4147, -1.1422], [-6.4507, -1.8484, 0.1877], [-5.3362, -0.1515, 1.6126], [-2.9000, -0.0474, 1.7313], [-2.6482, -1.4707, 4.0260], [-4.9097, -2.3957, 4.3162], [-5.3227, -4.8053, 3.9382], [-3.4555, -6.2820, 3.2635], [-1.1915, -5.3360, 2.9431], [1.3514, -0.2334, 4.1167], [1.7605, 0.7167, 6.3054], [0.8672, -0.3742, 8.3545], [-0.4541, -2.4610, 8.1390], [-0.8924, -3.4219, 5.9276], [0.9979, 3.3328, -2.5863], [-0.2113, 3.3800, -2.9163], [-1.0994, 2.6373, -2.4365], [-0.6175, 4.3881, -3.9638], [0.3366, 5.2179, -4.5317], [-0.0043, 6.1670, -5.4999], [-1.3278, 6.2337, -5.8554], [-1.9193, 7.0702, -6.7720], [-3.3048, 6.7337, -6.7723], [-3.5173, 5.6915, -5.8314], [-2.2802, 5.4068, -5.2905], [-1.9639, 4.4716, -4.3432], [1.3598, 5.1058, -4.2015], [0.7341, 6.8156, -5.9500], [-3.5912, 6.3896, -7.7701], [-3.8881, 7.6121, -6.4819], [-2.6896, 3.8100, -3.8935]], "forces_ev_per_angstrom": [[-0.14, -0.49, 0.01], [0.14, -0.05, -0.17], [-0.03, 0.15, 0.06], [0.04, 0.01, 0.02], [-0.02, -0.04, -0.02], [-0.01, 0.02, -0.01], [0.08, 0.05, 0.06], [0.06, 0.03, -0.08], [-0.09, 0.02, 0.05], [0.24, 0.05, -0.17], [-0.04, -0.08, 0.03], [-0.07, -0.01, -0.02], [0.01, -0.01, 0.02], [0.00, 0.00, -0.01], [0.00, 0.01, 0.01], [0.01, -0.01, 0.00], [-0.04, 0.01, -0.03], [-0.02, 0.03, -0.03], [-0.01, 0.02, 0.01], [0.01, -0.03, 0.03], [-0.01, -0.01, 0.00], [0.01, 0.01, -0.01], [0.00, 0.01, 0.00], [0.09, 0.06, 0.10], [-0.03, -0.02, -0.05], [0.03, 0.02, 0.00], [-0.17, 0.11, 0.07], [-0.03, -0.14, 0.04], [-0.04, -0.01, 0.00], [0.01, 0.03, 0.01], [-0.01, 0.00, 0.02], [-0.01, 0.01, 0.02], [-0.03, 0.00, -0.05], [0.10, 0.16, 0.10], [0.01, 0.00, 0.00], [0.00, 0.00, 0.01], [0.00, 0.00, 0.01], [0.01, 0.01, 0.02], [0.00, 0.00, 0.00], [0.00, -0.04, -0.02], [0.01, 0.00, -0.01], [-0.01, -0.01, -0.02], [0.00, 0.01, 0.02], [0.04, -0.07, 0.09], [0.04, 0.19, -0.04], [0.02, 0.01, 0.02], [0.01, 0.04, 0.02], [-0.01, 0.00, 0.01], [0.02, 0.01, 0.00], [-0.02, -0.01, 0.01], [0.02, 0.00, -0.04], [-0.03, -0.05, -0.12], [0.00, 0.02, 0.06], [0.00, -0.01, -0.01], [0.00, 0.00, 0.01], [-0.01, 0.00, 0.01], [0.04, 0.02, 0.04], [0.00, 0.02, -0.01], [0.01, 0.00, 0.00], [0.00, 0.01, 0.01], [-0.01, 0.00, -0.01], [0.02, -0.01, -0.01], [-0.01, 0.01, 0.00], [0.01, 0.01, 0.02], [0.02, 0.03, -0.01], [0.01, -0.01, 0.00], [-0.01, -0.01, -0.04], [-0.01, -0.01, 0.01], [-0.01, 0.00, 0.01], [0.01, 0.01, 0.00], [-0.04, -0.02, -0.02], [-0.10, -0.06, -0.03], [-0.03, 0.00, 0.00], [0.00, -0.01, 0.00], [0.00, -0.01, 0.00], [0.01, -0.01, 0.00], [-0.01, 0.00, 0.01], [0.02, -0.03, -0.03], [-0.01, 0.00, 0.00], [-0.01, 0.00, 0.00], [-0.01, 0.00, 0.00], [0.02, 0.01, 0.01], [0.00, 0.02, -0.01], [-0.01, 0.01, 0.00], [-0.01, -0.01, 0.00], [0.00, -0.01, 0.00], [0.01, -0.01, 0.00], [-0.03, -0.08, 0.03], [0.01, 0.00, 0.02], [0.00, 0.00, 0.01], [0.00, 0.00, 0.01], [0.00, -0.01, 0.01], [0.48, 0.10, 0.00], [-0.12, 0.17, -0.12], [-0.36, -0.13, 0.14], [-0.05, 0.05, -0.01], [-0.02, 0.01, -0.01], [0.01, -0.02, 0.00], [0.00, -0.02, 0.03], [-0.02, 0.02, -0.02], [0.01, 0.01, -0.01], [-0.01, 0.01, 0.00], [0.01, 0.01, -0.01], [0.04, -0.01, 0.00], [0.01, 0.00, 0.00], [0.00, 0.01, -0.01], [0.00, 0.00, 0.00], [0.00, 0.00, 0.00], [-0.02, 0.00, 0.00]], "mulliken_charge": [1.30, 0.63, 0.21, -0.89, -0.65, -0.95, -0.74, 0.76, -0.22, 0.72, -1.02, -0.91, -0.01, 0.43, 0.41, 0.42, 0.37, 0.59, 0.45, 0.18, -0.42, -0.77, -0.10, -0.16, -0.38, -0.55, 0.78, -0.74, -0.07, -0.39, -0.60, -0.63, -1.02, 0.49, 0.36, 0.42, 0.52, 0.44, 0.36, 0.42, 0.35, 0.39, 0.35, 0.20, 0.88, 0.94, -0.46, -0.89, -0.68, -0.59, -1.12, 1.19, -0.43, -0.90, -0.72, -0.63, -0.81, -0.06, 0.56, 0.14, -0.71, -0.56, -0.63, -0.53, 0.04, 0.31, -0.52, -0.64, -0.64, -0.61, 0.51, -1.20, 0.82, 0.43, 0.37, 0.44, 0.56, 0.53, 0.42, 0.39, 0.46, 0.10, 0.43, 0.39, 0.38, 0.41, 0.42, 0.25, 0.37, 0.38, 0.38, 0.39, -0.94, 1.03, -0.85, -0.26, -0.56, -0.95, 0.99, -0.51, -0.23, -0.51, 1.23, -1.17, 0.49, 0.41, 0.24, 0.24, 0.45]}

=====

(2)
{"formula": "C54H43N8PTl", "method": "the ωB97M-V functional and the def2-TZVPD basis", "gap_ev": 7.05, "fmax_ev_per_a": 4.0, "charge": 1, "e_tot_ha": -3035.20688, "lumo_energy_ev": -2.59, "species": ["Tl", "C", "N", "C", "N", "C", "C", "C", "C", "C", "C", "C", "C", "C", "C", "C", "C", "C", "C", "P", "C", "N", "C", "C", "N", "C", "C", "C", "C", "C", "C", "C", "C", "C", "C", "C", "C", "C", "C", "N", "C", "C", "N", "C", "C", "C", "C", "C", "C", "C", "C", "C", "C", "C", "C", "C", "H", "H", "H", "H", "H", "H", "H", "H", "H", "H", "H", "H", "H", "H", "H", "H", "H", "H", "H", "H", "H", "H", "H", "H", "H", "H", "H", "H", "H", "H", "H", "H", "H", "H", "H", "H", "H", "H", "H", "N", "C", "C", "C", "C", "C", "N", "C", "H", "H", "H", "H"], "coordinates": [[0.3505, 0.4159, -2.1412], [0.4746, 3.3499, 3.0282], [0.9103, 3.0238, 1.6102], [1.1171, 1.7471, 1.0850], [1.6808, 1.8308, -0.1489], [2.0402, 3.1835, -0.3182], [1.4575, 3.9252, 0.7250], [1.5208, 5.3687, 1.0106], [0.3317, 6.0795, 1.3490], [0.3316, 7.4725, 1.4867], [1.5568, 8.1638, 1.4249], [2.7681, 7.4908, 1.2700], [2.7434, 6.0914, 1.1116], [2.8359, 3.5322, -1.4414], [2.8590, 4.7806, -2.0236], [3.5716, 5.0498, -3.1640], [4.3522, 4.0460, -3.7942], [4.4048, 2.8144, -3.2242], [3.6694, 2.5513, -2.0386], [0.4462, 0.1823, 1.6575], [1.5263, -1.2108, 1.2681], [1.9291, -1.5425, 0.0387], [2.5636, -2.7888, 0.2060], [2.4258, -3.2597, 1.5486], [1.8468, -2.1384, 2.2068], [1.8032, -1.9500, 3.6864], [2.9841, -4.4789, 2.1355], [2.2559, -5.2218, 3.1542], [2.8286, -6.3328, 3.6701], [4.1227, -6.7224, 3.4233], [4.8820, -5.9898, 2.5182], [4.3137, -4.8639, 1.8494], [3.1493, -3.3901, -0.9431], [2.9706, -4.7762, -1.2298], [3.2524, -5.2950, -2.4558], [3.4790, -4.4668, -3.5937], [3.6584, -3.1435, -3.3051], [3.5595, -2.6069, -2.0219], [-1.1091, -0.3782, 1.1047], [-1.3026, -0.8498, -0.1564], [-2.5616, -1.4122, -0.1469], [-3.2110, -1.2347, 1.1191], [-2.2534, -0.5780, 1.8906], [-2.3004, -0.3879, 3.3202], [-4.6092, -1.1714, 1.5216], [-5.1026, -1.6662, 2.7287], [-6.4285, -1.8126, 2.8945], [-7.3476, -1.3132, 1.8803], [-6.8847, -0.5701, 0.7844], [-5.5120, -0.5410, 0.5846], [-2.9841, -2.2008, -1.3163], [-4.0575, -3.0944, -1.0921], [-4.4914, -3.8970, -2.1008], [-3.8210, -3.9306, -3.3543], [-2.6190, -3.2856, -3.4620], [-2.1929, -2.3427, -2.4849], [0.7054, 2.4109, 3.5773], [-0.5850, 3.5885, 3.0422], [1.0577, 4.2561, 3.2605], [-0.6247, 5.5963, 1.4523], [-0.5538, 8.0717, 1.7315], [1.5389, 9.2369, 1.4660], [3.6767, 8.0463, 1.2369], [3.6673, 5.5757, 1.0136], [2.2972, 5.5703, -1.4897], [3.4603, 6.0139, -3.5411], [4.8738, 4.2290, -4.7134], [4.9975, 2.0262, -3.6433], [3.7034, 1.5855, -1.5467], [0.8202, -2.1503, 4.0739], [2.2090, -0.9366, 3.8123], [2.4899, -2.7069, 4.1268], [1.2985, -4.8719, 3.5147], [2.1855, -6.8734, 4.3705], [4.5957, -7.5597, 3.9456], [5.8876, -6.3260, 2.3323], [4.9551, -4.2450, 1.2888], [2.6429, -5.4129, -0.3525], [3.3275, -6.3679, -2.5515], [3.5879, -4.8910, -4.6189], [3.7708, -2.4722, -4.1357], [3.7671, -1.5584, -1.8939], [-3.1720, 0.2055, 3.5705], [-1.3691, 0.0424, 3.6063], [-2.4501, -1.3029, 3.8514], [-4.4393, -1.9673, 3.5255], [-6.8653, -2.2704, 3.8050], [-8.4180, -1.4218, 2.0118], [-7.5866, -0.1276, 0.0446], [-5.1107, 0.0339, -0.2477], [-4.5041, -3.2289, -0.0880], [-5.4259, -4.4220, -2.0385], [-4.3264, -4.4124, -4.1702], [-2.1403, -3.2556, -4.4451], [-1.3113, -1.7426, -2.6147], [-5.9061, 2.3632, -0.9791], [-4.9467, 2.5347, -1.6184], [-3.7241, 2.7113, -2.3071], [-3.8548, 3.0159, -3.6749], [-2.6820, 3.1441, -4.4436], [-1.4375, 2.8959, -3.8569], [-1.3729, 2.6581, -2.5367], [-2.4438, 2.5883, -1.7895], [-4.8499, 3.2108, -4.0488], [-2.7664, 3.1644, -5.5250], [-0.5159, 2.9038, -4.4582], [-2.3179, 2.5893, -0.6663]], "forces_ev_per_angstrom": [[0.54, -0.28, 0.47], [0.92, -0.62, -1.71], [-0.04, -1.17, 0.34], [-0.68, 0.68, -2.77], [0.24, 1.60, 1.80], [-2.21, -1.50, 1.96], [1.25, -0.53, -0.34], [-0.18, 1.50, 1.33], [0.48, 0.61, -0.63], [1.14, 0.05, 0.47], [-0.34, -0.55, -0.31], [-1.52, -1.08, -0.06], [-1.18, 0.39, -0.41], [1.92, -0.93, -1.93], [-0.78, 1.15, 0.88], [0.53, -1.67, -0.07], [-0.93, 1.50, 0.26], [-0.84, -0.94, 1.85], [-0.33, 0.41, -0.19], [1.16, 0.13, 3.39], [0.33, 0.50, -1.28], [0.51, -1.22, 1.61], [-1.24, 1.13, 2.38], [0.34, 2.78, -2.03], [0.11, -1.93, 0.31], [1.31, -0.53, -1.25], [0.08, -0.49, 1.97], [1.05, 1.91, -2.49], [-1.15, -1.01, 1.76], [1.09, -0.10, -0.59], [-1.10, 0.57, -0.36], [-0.80, -1.41, 1.92], [-0.52, -1.55, -2.58], [0.09, 0.49, 2.43], [0.26, -0.44, -1.52], [0.28, -1.43, 1.02], [-0.23, 0.72, -0.52], [-0.03, -0.25, 0.13], [-2.00, -0.53, -1.88], [-1.17, 0.16, 2.09], [0.09, 0.52, 0.37], [2.32, 1.53, -1.03], [1.47, -0.66, -1.53], [-0.88, 0.33, -0.30], [-1.45, 0.77, -1.57], [1.40, -0.21, -0.37], [-3.85, 0.62, -0.78], [1.03, 0.04, 1.00], [-0.29, -0.92, 0.28], [1.04, -0.42, 1.03], [0.47, -1.10, 0.35], [0.31, 0.13, 0.64], [-0.06, -0.07, -1.93], [-0.81, 0.08, 1.79], [0.48, 2.00, -0.75], [-1.85, -0.93, 0.67], [-0.17, 1.05, 0.09], [-0.05, -0.12, 0.09], [-0.24, -0.68, 0.56], [-0.12, -0.45, -0.22], [0.17, -0.62, -0.27], [0.08, 0.31, 0.17], [0.59, 0.11, 0.09], [0.62, -0.47, -0.23], [0.28, -0.31, -0.79], [0.22, 1.44, -0.88], [0.17, 0.27, -0.23], [0.24, -0.25, -0.18], [0.15, -0.06, -0.22], [-0.42, 0.41, 0.21], [-0.53, -0.40, 0.65], [-0.35, 0.67, -0.31], [-0.18, -0.13, -0.30], [0.54, -0.11, -0.02], [-0.41, 0.21, -0.23], [0.27, 0.31, -0.16], [0.40, 0.57, -0.99], [0.47, 0.53, -1.40], [-0.45, -0.17, -0.18], [-0.13, 0.45, 1.06], [0.43, 0.39, -0.17], [-0.18, 0.26, 0.13], [0.08, 0.53, 0.10], [0.46, 0.54, 0.42], [0.21, -0.85, 0.13], [0.13, -0.32, -0.13], [0.43, 0.35, -0.72], [0.10, -0.12, 0.16], [0.66, -0.26, 0.76], [0.07, -0.45, 0.07], [0.18, 0.56, -0.78], [-0.15, -0.40, 0.35], [0.32, -0.39, -0.30], [0.19, -0.28, 0.43], [0.17, -0.04, -0.12], [1.49, 0.32, -1.26], [-1.71, -0.38, 2.41], [-0.20, 0.45, -2.08], [1.32, 0.24, 0.41], [-0.45, -1.11, -0.13], [-1.30, 0.07, 0.28], [1.58, 0.11, -0.46], [-0.59, 0.53, 1.93], [0.09, -0.21, -0.37], [0.06, 0.63, 0.09], [-0.39, -0.06, 0.52], [0.03, -0.55, -1.33]], "mulliken_charge": [1.11, -1.09, 0.23, -0.30, -0.30, -0.14, 0.55, -0.33, -0.25, -0.73, -0.36, -0.79, -0.05, 0.45, -0.18, -0.86, -0.56, -0.67, -0.25, -0.51, -0.45, 0.14, 0.52, 0.17, 0.27, -1.14, -0.05, -0.47, -0.52, -0.45, -0.69, -0.13, 0.21, -0.35, -0.56, -0.57, -0.50, -0.66, -0.70, 0.26, 0.03, 0.70, 0.76, -1.33, -0.17, -0.36, -0.76, -0.53, -0.55, 0.26, 1.10, -0.73, -0.60, -0.60, -0.76, -0.05, 0.41, 0.27, 0.41, 0.38, 0.38, 0.41, 0.45, 0.53, 0.38, 0.51, 0.43, 0.47, 0.58, 0.21, 0.37, 0.55, 0.42, 0.34, 0.38, 0.42, 0.52, 0.30, 0.39, 0.38, 0.39, 0.63, 0.45, 0.42, 0.37, 0.32, 0.37, 0.38, 0.39, 0.24, 0.34, 0.39, 0.42, 0.33, -0.14, -0.53, 0.06, 0.24, -0.47, -0.75, -0.28, -0.20, 0.34, 0.49, 0.39, 0.44, 0.35]}

=====

Q: Number 1 is which compound?
A: C54H43N4O5P2Sr